# 1
Molecular formula: C16H22B2F4N5O6Re
Method: DFT, ωB97M-V/def2-TZVPD

CARTESIAN COORDINATES (ANGSTROEM)
Re: 0.007 -0.341 -0.056
C: -3.813 0.560 -1.639
C: -2.374 0.424 -1.384
N: -1.861 0.411 -0.158
O: -2.593 0.577 0.927
B: -2.046 -0.283 2.089
F: -1.587 -1.475 1.452
F: -2.958 -0.389 3.029
O: -0.771 0.363 2.662
N: 0.286 0.129 1.890
C: 1.495 0.037 2.375
C: 1.803 0.170 3.804
C: 2.522 -0.243 1.330
N: 1.971 -0.463 0.172
O: 2.616 -0.811 -0.940
B: 2.255 0.129 -2.173
F: 3.178 -0.043 -3.093
F: 2.098 1.383 -1.588
O: 0.873 -0.215 -2.787
N: -0.172 0.016 -2.014
C: -1.383 0.224 -2.463
C: -1.739 0.176 -3.896
C: 3.968 -0.327 1.561
H: -4.380 0.621 -0.714
H: -4.177 -0.280 -2.239
H: -4.013 1.457 -2.237
H: 0.897 0.292 4.391
H: 2.458 1.034 3.971
H: 2.353 -0.705 4.163
H: -0.844 0.203 -4.514
H: -2.413 0.986 -4.174
H: -2.269 -0.758 -4.115
H: 4.234 -0.272 2.611
H: 4.469 0.483 1.014
H: 4.372 -1.239 1.112
C: -0.024 4.928 0.026
C: 0.178 4.268 -1.179
C: -0.096 2.900 -1.294
C: -0.456 2.323 -0.115
C: -0.779 2.889 1.075
C: -0.478 4.256 1.153
H: 0.120 6.001 0.073
H: 0.519 4.786 -2.067
H: 0.055 2.412 -2.246
H: -1.224 2.396 1.927
H: -0.654 4.756 2.096
N: 0.392 -5.567 0.572
C: -0.285 -4.617 -0.358
C: 0.134 -3.194 0.033
O: 0.737 -3.011 1.081
O: -0.224 -2.259 -0.793
H: 1.183 -6.046 0.137
H: -0.237 -6.278 0.948
H: 0.751 -4.979 1.347
H: -1.367 -4.681 -0.243
H: -0.036 -4.820 -1.397

## Properties
Max |F| ... 4.364 eV/Å
<S²> ... 0.853
E_LUMO (alpha / beta) ... -12.7 / -12.8 eV
Energy relative to the best compared isomer or geometry (same formula, charge and spin) ... 0.0 kcal per mole
Total energy ... -51010.666 eV
Kohn-Sham gap (alpha / beta) ... 5.79 / 6.12 eV
2S+1 ... 2
Total charge ... +3

=====

# 2
Molecular formula: C16H22B3Br13ClF8I2NO7S
Method: DFT, ωB97M-V/def2-TZVPD

CARTESIAN COORDINATES (ANGSTROEM)
C: 1.820 -0.801 4.799
C: 2.202 -1.838 3.548
B: 1.708 -1.204 2.072
O: 2.835 -0.511 1.357
N: 0.322 -1.407 1.608
I: -1.007 -2.171 2.907
C: -0.035 -1.240 0.179
B: -1.701 -1.436 0.122
O: -2.415 -2.731 -0.166
C: -2.822 -0.247 0.455
C: -3.744 0.166 -0.860
C: 0.715 -2.346 -0.853
Cl: 0.493 -3.995 0.048
O: 2.093 -2.172 -1.061
C: 2.984 -2.933 -1.766
Br: 2.730 -4.727 -2.522
I: 3.711 -1.684 -3.483
C: 4.374 -3.081 -0.828
C: 5.134 -1.656 -0.570
F: 6.416 -1.582 -1.359
B: -0.001 -2.343 -2.371
O: 0.245 -1.342 -3.421
O: -0.916 -3.471 -2.700
S: 0.230 0.547 -0.448
O: -0.734 0.905 -1.648
O: 1.650 0.758 -1.106
C: 0.052 1.897 0.814
F: -0.283 1.483 2.193
F: -1.129 2.736 0.366
C: 1.292 3.015 0.834
F: 2.617 2.440 1.145
F: 1.430 3.674 -0.520
C: 1.066 4.246 1.894
F: 1.074 3.807 3.340
F: -0.056 5.159 1.585
F: 2.310 5.100 1.776
H: 1.817 0.314 4.372
H: 2.645 -0.895 5.638
H: 0.753 -1.052 5.218
H: 1.832 -2.933 3.722
H: 3.394 -1.898 3.578
H: 3.719 -0.821 1.711
H: -2.963 -2.580 -1.008
H: -3.601 -0.774 1.196
H: -2.408 0.655 1.059
H: -3.684 1.356 -0.918
H: -3.308 -0.223 -1.878
H: -4.885 -0.089 -0.704
H: 4.131 -3.694 0.160
H: 5.102 -3.790 -1.456
H: 5.491 -1.673 0.569
H: 4.466 -0.701 -0.677
H: -0.612 -0.843 -3.642
H: -1.783 -3.143 -3.082
C: -2.496 6.813 3.591
Br: -1.385 8.340 4.060
Br: -3.599 6.234 5.085
Br: -3.556 7.152 1.996
H: -1.818 5.986 3.355
C: -8.068 0.455 0.870
Br: -7.729 -1.422 0.490
Br: -6.417 1.457 1.102
Br: -9.226 1.267 -0.466
H: -8.604 0.496 1.824
C: -3.331 4.628 -2.338
Br: -5.138 4.880 -1.663
Br: -2.008 4.712 -0.914
Br: -3.169 2.993 -3.380
H: -3.124 5.462 -3.016
C: 4.934 -5.620 -6.039
Br: 6.575 -4.959 -6.849
Br: 5.273 -6.513 -4.344
Br: 3.598 -4.217 -5.863
H: 4.521 -6.371 -6.720

## Properties
Max |F| ... 10.397 eV/Å
E_LUMO ... -1.5 eV
Energy relative to the best compared isomer or geometry (same formula, charge and spin) ... 234.9 kcal per mole
Total energy ... -1006642.049 eV
Kohn-Sham gap ... 7.39 eV

=====

# 3
Molecular formula: C16H22Br2GaN6O2PS2
Method: DFT, ωB97M-V/def2-TZVPD

CARTESIAN COORDINATES (ANGSTROEM)
Ga: -0.065 -0.382 0.832
Br: 0.261 1.074 3.070
C: 0.358 2.856 2.265
Br: 0.253 2.730 0.359
H: 1.320 3.260 2.553
H: -0.473 3.428 2.659
N: 7.739 -0.531 0.908
C: 6.432 -0.796 0.756
C: 6.007 -1.890 -0.027
C: 4.674 -2.167 -0.175
C: 3.725 -1.343 0.447
C: 4.128 -0.250 1.229
C: 5.458 0.020 1.382
S: 2.081 -1.704 0.230
O: 1.889 -2.967 -0.397
O: 1.318 -1.502 1.558
N: 1.271 -0.482 -0.498
C: 1.167 -0.227 -1.869
S: 2.158 -0.893 -3.094
C: 1.289 0.027 -4.253
C: 0.327 0.750 -3.641
N: 0.253 0.605 -2.270
H: 8.440 -1.119 0.491
H: 8.055 0.228 1.485
H: 6.744 -2.523 -0.503
H: 4.352 -3.018 -0.758
H: 3.390 0.371 1.723
H: 5.778 0.854 1.992
H: 1.539 -0.024 -5.299
H: -0.359 1.416 -4.143
C: -4.990 -0.743 -0.891
N: -4.804 -1.055 0.528
C: -5.231 0.086 1.339
N: -4.539 1.327 0.980
C: -4.734 1.594 -0.450
N: -4.290 0.479 -1.288
C: -2.854 0.338 -1.349
P: -2.320 -0.045 0.394
C: -3.443 -1.459 0.818
C: -3.139 1.326 1.349
H: -6.053 -0.595 -1.073
H: -4.645 -1.579 -1.499
H: -5.067 -0.134 2.394
H: -6.298 0.237 1.181
H: -4.199 2.503 -0.730
H: -5.797 1.753 -0.626
H: -2.365 1.254 -1.675
H: -2.548 -0.474 -2.007
H: -3.332 -1.714 1.874
H: -3.168 -2.332 0.223
H: -2.679 2.277 1.078
H: -3.012 1.153 2.419

## Properties
Max |F| ... 0.823 eV/Å
E_LUMO ... -6.6 eV
Energy relative to the best compared isomer or geometry (same formula, charge and spin) ... 1.8 kcal per mole
Total energy ... -253390.011 eV
Kohn-Sham gap ... 6.95 eV
Total charge ... +2

=====

# 4
Molecular formula: C16H22BrCl2F3NO4P
Method: DFT, ωB97M-V/def2-TZVPD

CARTESIAN COORDINATES (ANGSTROEM)
C: -0.247 -7.226 0.602
C: 0.432 -6.768 2.004
C: 1.706 -5.813 1.813
Cl: 2.267 -5.913 0.037
C: 1.459 -4.280 2.131
C: 2.613 -3.449 2.242
Cl: 4.316 -4.084 2.043
C: 2.383 -1.880 2.519
O: 3.124 -1.231 3.277
C: 1.120 -1.243 1.752
C: 1.138 0.209 1.104
C: 1.797 1.338 2.027
C: 1.959 2.686 1.157
F: 3.274 2.755 0.657
F: 1.740 3.856 1.935
F: 1.088 2.748 0.052
C: -0.031 -2.077 1.643
P: -1.628 -1.576 0.774
O: -2.310 -3.098 0.300
Br: -3.071 -0.575 2.244
C: 0.071 -3.550 2.295
O: -0.928 -3.971 2.901
H: -0.524 -6.351 -0.063
H: -1.225 -7.782 0.855
H: 0.399 -8.014 0.071
H: 0.836 -7.750 2.452
H: -0.337 -6.388 2.754
H: 2.601 -6.202 2.418
H: 0.114 0.583 0.790
H: 1.768 0.172 0.139
H: 1.066 1.592 2.867
H: 2.836 1.099 2.413
H: -3.125 -3.208 0.839
C: -0.599 5.690 -1.326
O: -1.358 6.426 -2.271
C: -1.207 5.990 -3.617
C: -2.075 4.771 -3.992
C: -1.533 3.449 -3.453
N: -3.462 4.935 -3.540
H: 0.361 5.360 -1.734
H: -1.175 4.834 -0.967
H: -0.406 6.338 -0.469
H: -1.531 6.834 -4.235
H: -0.150 5.821 -3.853
H: -2.077 4.697 -5.085
H: -1.719 3.322 -2.386
H: -2.013 2.609 -3.962
H: -0.455 3.368 -3.625
H: -3.852 5.767 -3.979
H: -3.431 5.178 -2.550

## Properties
Max |F| ... 3.933 eV/Å
E_LUMO ... -1.9 eV
Energy relative to the best compared isomer or geometry (same formula, charge and spin) ... 78.9 kcal per mole
Total energy ... -139154.244 eV
Kohn-Sham gap ... 7.28 eV

=====

# 5
Molecular formula: C16H22CaN3O4
Method: DFT, ωB97M-V/def2-TZVPD

CARTESIAN COORDINATES (ANGSTROEM)
Ca: -3.101 0.360 2.352
O: 0.070 -0.554 1.064
H: -0.045 -1.027 0.217
C: -0.948 0.775 -5.217
C: -0.534 1.881 -4.299
C: -0.870 3.303 -4.643
O: -1.791 3.877 -3.793
C: -2.055 2.894 -2.893
O: -2.893 2.923 -2.025
O: -1.298 1.733 -3.186
H: -0.304 0.704 -6.094
H: -1.999 0.885 -5.483
H: -0.943 -0.243 -4.828
H: 0.515 1.851 -4.001
H: -1.272 3.356 -5.655
H: -0.100 4.029 -4.379
N: 3.020 3.437 1.133
C: 4.223 3.558 0.526
C: 4.664 4.866 0.585
C: 3.781 5.577 1.278
C: 2.694 4.710 1.523
H: 2.438 2.616 1.224
H: 4.805 2.744 0.121
H: 5.626 5.288 0.335
H: 3.873 6.578 1.674
H: 1.749 4.862 2.023
N: 3.162 -3.190 4.260
C: 2.334 -3.952 5.031
C: 3.045 -4.944 5.569
C: 4.355 -4.858 5.065
C: 4.470 -3.726 4.332
H: 2.973 -2.398 3.664
H: 1.264 -3.805 4.998
H: 2.565 -5.724 6.141
H: 5.135 -5.605 5.070
H: 5.174 -3.416 3.574
N: -5.919 -3.388 0.401
C: -4.629 -3.609 -0.065
C: -4.304 -2.759 -1.057
C: -5.538 -2.172 -1.396
C: -6.474 -2.515 -0.468
H: -6.299 -3.909 1.178
H: -4.041 -4.422 0.334
H: -3.388 -2.742 -1.629
H: -5.685 -1.583 -2.289
H: -7.506 -2.264 -0.274

## Properties
Max |F| ... 5.143 eV/Å
E_LUMO ... -6.8 eV
Total energy ... -48034.531 eV
Kohn-Sham gap ... 2.55 eV
Total charge ... +1

=====

# 6
Molecular formula: C16H22Cl3F6NO3ScSi
Method: DFT, ωB97M-V/def2-TZVPD

CARTESIAN COORDINATES (ANGSTROEM)
Sc: 0.278 -0.573 -0.044
C: -0.770 1.391 -2.719
C: -1.744 1.798 -1.767
C: -1.121 1.943 -0.528
C: 0.275 1.634 -0.685
C: 0.465 1.314 -2.073
C: 1.799 1.131 -2.738
C: 1.375 2.184 0.191
C: -1.760 2.474 0.719
C: -3.176 2.127 -2.059
C: -1.021 1.146 -4.176
H: 2.276 2.101 -2.928
H: 1.693 0.631 -3.702
H: 2.492 0.540 -2.141
H: 1.723 3.158 -0.173
H: 2.260 1.537 0.233
H: 1.038 2.320 1.218
H: -2.830 2.260 0.740
H: -1.650 3.562 0.801
H: -1.322 2.036 1.614
H: -3.314 3.211 -2.159
H: -3.847 1.787 -1.268
H: -3.517 1.672 -2.988
H: -0.933 2.062 -4.769
H: -2.021 0.742 -4.344
H: -0.314 0.422 -4.585
N: 0.378 -2.931 0.360
C: 1.478 -3.514 -0.406
C: 2.529 -2.439 -0.703
O: 3.682 -2.720 -0.942
O: 2.035 -1.234 -0.684
H: 0.568 -2.959 1.355
H: -0.501 -3.407 0.178
H: 1.092 -3.855 -1.370
H: 1.952 -4.364 0.087
C: -0.480 -1.501 3.966
C: 0.477 -0.548 3.243
O: 0.154 -0.395 1.931
C: 1.922 -1.111 3.324
F: 2.772 -0.436 2.555
F: 2.429 -1.131 4.569
F: 1.930 -2.396 2.894
C: 0.430 0.812 3.978
F: -0.772 1.384 3.816
F: 1.356 1.674 3.543
F: 0.615 0.681 5.308
H: -0.545 -2.426 3.397
H: -1.467 -1.043 3.984
H: -0.162 -1.721 4.983
Cl: -2.474 -3.675 -1.070
Si: -1.700 -1.771 -1.792
Cl: -0.568 -2.471 -3.456
Cl: -3.466 -1.113 -2.719

## Properties
Max |F| ... 0.647 eV/Å
E_LUMO ... 2.5 eV
Energy relative to the best compared isomer or geometry (same formula, charge and spin) ... 0.0 kcal per mole
Total energy ... -107044.249 eV
Kohn-Sham gap ... 6.94 eV
Total charge ... -1

=====

# 7
Molecular formula: C16H22Cl7MnN2O
Method: DFT, ωB97M-V/def2-TZVPD

CARTESIAN COORDINATES (ANGSTROEM)
Mn: -0.015 0.058 0.167
Cl: 0.526 0.054 2.687
C: 2.119 0.049 1.952
C: 2.131 0.042 0.558
C: 3.419 0.028 0.030
Cl: 3.671 -0.016 -1.701
C: 4.584 0.042 0.805
Cl: 6.142 0.051 0.074
C: 4.487 0.053 2.194
Cl: 5.897 0.068 3.168
C: 3.226 0.050 2.784
Cl: 3.060 0.047 4.493
C: 0.633 -1.217 -4.311
C: 0.568 -1.297 -2.768
N: -0.155 -0.140 -2.235
C: 0.481 1.122 -2.640
C: 0.517 1.234 -4.180
N: -0.127 0.002 -4.739
C: -1.547 -0.087 -4.272
C: -1.532 -0.151 -2.725
H: 0.179 -2.083 -4.790
H: 1.658 -1.118 -4.665
H: 1.567 -1.302 -2.345
H: 0.056 -2.206 -2.450
H: 1.484 1.147 -2.232
H: -0.085 1.933 -2.189
H: 1.538 1.284 -4.557
H: -0.035 2.098 -4.547
H: -0.117 0.056 -5.756
H: -1.990 -0.976 -4.716
H: -2.080 0.787 -4.642
H: -2.025 -1.061 -2.380
H: -2.052 0.699 -2.286
Cl: -1.249 -1.912 0.348
C: -2.277 -3.323 -0.060
Cl: -1.386 -4.530 -0.986
H: -3.111 -2.973 -0.656
H: -2.602 -3.756 0.878
C: -1.726 3.708 -1.097
C: -1.570 2.858 0.165
C: -2.933 2.629 0.814
O: -0.962 1.641 -0.133
H: -2.217 4.652 -0.860
H: -2.342 3.170 -1.825
H: -0.753 3.930 -1.541
H: -0.938 3.416 0.871
H: -3.587 2.107 0.111
H: -3.398 3.577 1.088
H: -2.828 2.018 1.711

## Properties
Max |F| ... 2.195 eV/Å
<S²> ... 0.769
E_LUMO (alpha / beta) ... -3.0 / -3.0 eV
Total energy ... -140944.525 eV
Kohn-Sham gap (alpha / beta) ... 7.97 / 7.72 eV
2S+1 ... 2
Total charge ... +1

=====

# 8
Molecular formula: C16H22ClN3OS
Method: DFT, ωB97M-V/def2-TZVPD

CARTESIAN COORDINATES (ANGSTROEM)
C: 2.127 2.972 2.736
C: 2.999 1.759 2.439
C: 2.153 0.491 2.330
C: 2.946 -0.750 1.922
C: 3.499 -0.709 0.489
C: 2.369 -0.630 -0.511
O: 1.782 -1.586 -0.966
N: 2.091 0.640 -0.928
N: 0.956 0.887 -1.714
C: -0.111 1.444 -1.084
N: -0.070 1.973 0.063
C: -1.287 2.628 0.435
C: -2.449 2.114 -0.440
C: -3.214 0.941 0.195
C: -2.326 -0.247 0.440
C: -1.663 -0.423 1.648
C: -0.802 -1.492 1.827
C: -0.587 -2.403 0.809
C: -1.259 -2.236 -0.390
Cl: -1.026 -3.368 -1.667
C: -2.126 -1.173 -0.578
S: -1.639 1.588 -1.994
H: 2.728 3.877 2.788
H: 1.380 3.092 1.954
H: 1.612 2.848 3.686
H: 3.544 1.937 1.509
H: 3.742 1.634 3.231
H: 1.335 0.660 1.627
H: 1.702 0.299 3.306
H: 3.784 -0.886 2.610
H: 2.297 -1.624 2.006
H: 4.047 -1.634 0.302
H: 4.178 0.133 0.360
H: 2.372 1.443 -0.383
H: 0.767 0.111 -2.340
H: -1.483 2.440 1.492
H: -1.155 3.709 0.300
H: -3.148 2.915 -0.685
H: -4.027 0.659 -0.477
H: -3.648 1.291 1.134
H: -1.823 0.274 2.457
H: -0.295 -1.616 2.772
H: 0.091 -3.232 0.936
H: -2.644 -1.067 -1.519

## Properties
Max |F| ... 0.936 eV/Å
E_LUMO ... 0.6 eV
Energy relative to the best compared isomer or geometry (same formula, charge and spin) ... 0.0 kcal per mole
Total energy ... -46825.074 eV
Kohn-Sham gap ... 9.14 eV